No. 1
Below is the molecule C2H7N3O, with properties calculated with wB97M-V/def2-TZVPD.

Last column: natural (NBO) charge in e.
Cartesian coordinates (Å):
C -1.3534 -1.3019 -0.1095  -0.43
C 0.3998 0.3675 0.0127  0.55
H -0.7126 -2.1356 0.2828  0.21
H -2.3775 -1.5066 0.2657  0.21
H -1.5075 -1.3522 -1.2109  0.20
H -1.5443 0.6571 0.7599  0.41
H 0.8967 -1.1502 -1.2039  0.37
H 0.7439 1.6742 1.5002  0.36
H 2.3092 1.2437 -0.4221  0.48
N -0.8564 -0.0633 0.4977  -0.64
N 1.2162 -0.2160 -0.7732  -0.80
N 0.7548 1.6888 0.4684  -0.35
O 2.0311 2.0944 -0.0676  -0.56

Computed properties:
- SMILES: [H]/N=C(\NC)NO
- HOMO: -9.31 eV
- HOMO-LUMO gap: 10.083 eV
- Total charge: 0

=====

No. 2
Below is a structure of composition C2H7N3O, with properties calculated with wB97M-V/def2-TZVPD.

Last column: natural (NBO) charge in e.
Cartesian coordinates (Å):
C -1.7950 -1.0872 -0.1977  -0.20
N 0.4593 -0.5652 0.0994  -0.46
C -0.0742 0.6164 0.0176  0.67
N 1.8262 -0.7942 0.0382  -0.68
N 0.6059 1.8101 -0.0521  -0.84
O -1.3619 0.6465 -0.1179  -0.55
H 2.3983 -0.1059 -0.4442  0.33
H 2.2163 -1.0054 0.9509  0.35
H 1.5381 1.8239 0.3327  0.39
H 0.0413 2.6306 0.0955  0.40
H -1.5078 -1.3969 -1.1946  0.21
H -2.8382 -0.8088 -0.1244  0.18
H -1.5084 -1.7640 0.5965  0.22

Computed properties:
- HOMO: -7.66 eV
- HOMO-LUMO gap: 8.620 eV
- Total charge: 0

=====

No. 3
Below is a cluster of 2 separate species, C2H7N3O in total, with properties calculated with wB97M-V/def2-TZVPD.

Last column: natural (NBO) charge in e.
Cartesian coordinates (Å):
C -0.2438 -0.0172 2.8968  -0.03
C 1.0830 0.2107 -1.8683  -0.50
N -1.1664 -0.0550 -1.0833  -0.09
N -0.3021 -0.3734 1.6922  -0.65
N 0.0752 0.1571 -0.7968  -0.13
O -1.7423 -0.2087 -2.1439  -0.26
H -1.1159 -0.0048 3.5171  0.15
H 0.5767 0.2392 3.5085  0.14
H -1.6623 -0.0409 -0.2058  0.35
H 1.9990 -0.0019 -1.3702  0.21
H 0.9345 -0.5712 -2.7026  0.21
H 1.0303 1.1076 -2.4427  0.22
H 0.5340 -0.4416 0.9990  0.39

Computed properties:
- HOMO (spin up / spin down): -6.82 / -9.57 eV
- ⟨S²⟩: 2.007
- Multiplicity: 3
- HOMO-LUMO gap (spin up / spin down): 7.810 / 7.597 eV
- Total charge: 0

=====

No. 4
Below is a structure of composition C2H7N3O2, with properties calculated with wB97M-V/def2-TZVPD.

Last column: natural (NBO) charge in e.
Cartesian coordinates (Å):
C 1.4534 0.1559 -0.9671  -0.68
C -0.0248 -0.1431 -0.7501  0.45
O -0.8729 -0.0354 -1.6561  -0.66
H -0.0555 -1.3871 -0.1772  0.14
H 2.0454 -0.1932 -0.1178  0.21
H 1.7819 -0.3478 -1.8738  0.24
H 1.5967 1.2320 -1.0856  0.23
N -0.4618 0.4344 0.6208  -0.35
N -1.7516 0.9495 0.6411  -0.65
N -0.2439 -1.3866 1.2696  0.22
O 0.7587 -1.4829 1.8708  -0.29
H 0.2127 0.9801 1.1526  0.38
H -2.1384 0.7422 -0.2866  0.39
H -2.2997 0.4821 1.3594  0.36

Computed properties:
- HOMO (spin up / spin down): -8.78 / -8.78 eV
- HOMO-LUMO gap (spin up / spin down): 8.361 / 8.349 eV
- Total charge: 0

=====

No. 5
Below is a structure of composition C2H7N3O2, with properties calculated with wB97M-V/def2-TZVPD.

Last column: natural (NBO) charge in e.
Cartesian coordinates (Å):
C 0.9409 0.2558 -0.4916  0.05
N -1.2208 0.0434 0.3433  -0.54
C 0.2747 -0.3287 0.6439  0.56
N -2.1558 -0.9833 0.6399  -0.64
N 0.7898 1.6634 -0.6496  -0.85
O 2.2354 -0.1931 -0.7792  -0.71
O 0.5302 -1.2444 1.3879  -0.59
H 2.2862 -1.1378 -0.5840  0.48
H -1.5141 0.9265 0.7482  0.40
H -0.5489 0.0149 -0.7818  0.37
H -2.2059 -1.5974 -0.1676  0.35
H -1.7748 -1.5337 1.4111  0.37
H 1.4755 2.1771 -0.1018  0.36
H 0.8877 1.9374 -1.6187  0.37

Computed properties:
- HOMO: -7.90 eV
- HOMO-LUMO gap: 8.483 eV
- Total charge: 0

=====

No. 6
Below is the molecule C2H7N3O3, with properties calculated with wB97M-V/def2-TZVPD.

Last column: natural (NBO) charge in e.
Cartesian coordinates (Å):
C 1.2686 0.1040 0.1633  0.75
O -0.0227 -1.7409 -1.4249  -0.58
O 1.6754 -0.0147 1.4166  -0.67
O 2.0055 0.2351 -0.7807  -0.61
H 0.8799 -0.1865 1.9722  0.52
H 0.9026 -1.5411 -1.6562  0.47
C -0.2803 0.1428 0.0085  0.26
N -0.8449 -0.4545 1.2058  -0.87
N -0.7119 1.5218 -0.0848  -0.82
N -0.7325 -0.5502 -1.1897  -0.32
H -0.5719 1.9973 0.7990  0.38
H -0.1960 2.0145 -0.8052  0.38
H -1.7943 -0.1178 1.3255  0.39
H -0.9023 -1.4593 1.0595  0.39
H -0.6753 0.0496 -2.0088  0.35

Computed properties:
- SMILES: NC(N)(NO)C(=O)O
- HOMO: -9.72 eV
- HOMO-LUMO gap: 10.420 eV
- Total charge: 0

=====

No. 7
Below is a cluster of 2 separate species, C2H7N3O3S in total, with properties calculated with wB97M-V/def2-TZVPD.

Last column: natural (NBO) charge in e.
Cartesian coordinates (Å):
C -0.4184 -0.2947 0.4567  0.70
C -1.0429 -2.2683 1.4405  -0.45
N 0.8412 -0.3337 0.9893  -0.85
N 1.2381 1.4078 -2.6043  -1.01
N -1.3832 -1.1099 0.6675  -0.57
O -0.4818 0.6057 -0.5369  -0.71
O -0.2359 3.3685 -1.7470  -0.86
O 1.6943 2.5159 -0.5033  -0.88
S 0.8118 2.4081 -1.5586  2.35
H -1.9504 -3.0118 1.6522  0.21
H -0.3162 -2.8808 0.8410  0.19
H -0.4668 -2.1219 2.3814  0.17
H 0.9687 -1.0276 1.6556  0.39
H 1.5349 0.4749 1.0105  0.43
H 0.5664 1.5352 -3.3728  0.38
H -1.3597 0.7324 -0.7718  0.51

Computed properties:
- SMILES: C/N=C(\N)O.N=S(=O)=O
- HOMO: -9.26 eV
- HOMO-LUMO gap: 9.429 eV
- Total charge: 0

=====

No. 8
Below is the molecule C2H7N3OS, with properties calculated with wB97M-V/def2-TZVPD.

Last column: natural (NBO) charge in e.
Cartesian coordinates (Å):
C -0.4985 -0.9731 -1.4639  -0.46
C -0.2151 0.2413 0.4227  0.51
H -1.3473 -1.2269 -2.1140  0.20
H 0.4480 -0.8586 -2.1329  0.22
H -0.4435 -2.0570 -0.7376  0.17
H 1.3779 0.1134 1.6010  0.40
H 3.1598 -1.2040 0.1210  0.13
H 0.0012 2.0794 1.2977  0.38
H -2.2438 1.0700 0.4736  0.49
N -1.0017 0.0715 -0.5943  -0.55
N 1.0183 -0.2160 0.7450  -0.77
N -0.5495 1.1381 1.3505  -0.35
O -1.9507 1.6455 1.2868  -0.58
S 2.2450 0.1764 -0.2556  0.18

Computed properties:
- SMILES: C/N=C(/NO)NS
- HOMO: -9.11 eV
- HOMO-LUMO gap: 8.899 eV
- Total charge: 0

=====

Computed electronic energy, in the same sequence as the records: -319.84480 -319.81467 -319.64875 -394.95753 -395.02300 -470.36975 -868.50685 -717.91412 hartree.